# 1
This record from the Open Molecules 2025 dataset describes a structure of composition C39H35AuCl2N4O2P2. The level of theory is wB97M-V/def2-TZVPD.

The geometry in XYZ format:
```
85
Properties=species:S:1:pos:R:3:forces:R:3
Au 0.052344 -1.018422 -0.586102 0.7 0.0 0.3
C -0.489433 0.464177 2.634269 0.0 0.1 0.1
C 2.053300 -0.300644 1.893472 0.0 0.1 0.2
P 2.038928 0.114806 0.104387 -0.5 -0.4 -0.2
C 3.130457 1.525172 -0.257845 0.0 0.2 0.0
C 3.318316 1.831151 -1.603489 0.0 0.1 0.0
C 4.170461 2.859110 -1.976248 0.0 0.0 -0.1
C 4.855589 3.582128 -1.010443 0.0 0.0 0.0
C 4.690125 3.267421 0.330929 0.0 0.0 0.0
C 3.827822 2.245440 0.704834 0.1 -0.1 -0.2
C 3.276329 -1.130759 -0.489917 0.1 -0.1 0.0
C 3.062704 -1.796478 -1.692367 0.1 0.0 0.0
C 3.992726 -2.706872 -2.179964 0.0 0.0 0.0
C 5.151025 -2.962992 -1.465634 0.0 0.0 0.0
C 5.382946 -2.297902 -0.268103 0.0 0.0 0.0
C 4.456737 -1.384707 0.210684 0.0 0.0 -0.1
C -1.698778 0.031911 1.792030 0.1 -0.1 0.1
P -1.904615 0.652394 0.062197 -0.2 0.2 0.1
C -3.305399 1.856534 0.353996 -0.1 -0.1 0.0
C -4.487305 1.297703 0.852621 0.0 0.1 0.0
C -5.584648 2.081679 1.176633 0.0 -0.1 0.0
C -5.535108 3.454058 0.990885 0.0 0.0 0.0
C -4.377134 4.024453 0.488933 0.0 0.0 0.0
C -3.272487 3.239596 0.180645 0.0 0.0 0.0
C -3.011487 -0.632346 -0.746855 0.0 0.0 0.1
C -3.446169 -0.277463 -2.026278 0.0 -0.1 0.0
C -4.198070 -1.165107 -2.779979 0.0 0.1 0.0
C -4.518227 -2.417134 -2.271735 0.0 0.0 0.0
C -4.090176 -2.773123 -1.001338 0.0 0.0 0.0
C -3.338780 -1.888595 -0.238357 -0.1 0.0 0.0
H -0.948048 2.414528 2.445753 0.0 0.0 0.0
H -0.816325 0.473754 3.672981 0.0 -0.1 0.0
H 2.495192 -1.293205 1.972338 0.1 0.0 0.0
H 2.701268 0.370459 2.461224 0.0 0.1 0.0
H 2.788658 1.268862 -2.364516 0.0 0.0 0.0
H 4.299781 3.094519 -3.025316 0.0 0.0 0.0
H 5.526544 4.379504 -1.304310 0.0 0.0 0.0
H 5.236252 3.813840 1.090488 0.0 0.0 0.0
H 3.711580 2.010620 1.753829 0.0 0.0 0.0
H 2.154613 -1.614608 -2.255040 0.0 0.0 0.0
H 3.801530 -3.220627 -3.114153 0.0 0.0 0.0
H 5.873127 -3.678987 -1.837796 0.0 0.0 0.0
H 6.288867 -2.490114 0.293660 0.0 0.0 0.0
H 4.666910 -0.862119 1.138087 0.0 0.0 0.0
H -2.592768 0.317735 2.350412 0.0 0.0 0.0
H -1.667148 -1.060704 1.748748 0.0 0.0 0.0
H -4.567547 0.226493 0.983826 0.0 0.0 0.0
H -6.480227 1.611496 1.563440 0.0 0.0 0.0
H -6.391817 4.071833 1.229476 0.0 0.0 0.0
H -4.323869 5.094349 0.328000 0.0 0.0 0.0
H -2.397079 3.736623 -0.204778 0.0 0.0 0.0
H -3.181388 0.692848 -2.428323 0.0 0.0 0.0
H -4.528305 -0.879181 -3.771165 0.0 0.0 0.0
H -5.097413 -3.113411 -2.865552 0.0 0.0 0.0
H -4.333716 -3.747524 -0.593950 0.0 0.0 0.0
H -3.006218 -2.206179 0.740414 0.0 0.0 0.0
C 1.687211 3.931037 2.185318 0.1 -0.1 0.0
N 1.022018 3.429581 1.001340 -0.1 0.1 0.2
C 1.042986 4.117585 -0.163350 0.0 0.0 0.1
C 0.382298 3.709661 -1.266105 -0.1 0.0 -0.2
C -0.564691 2.623610 -1.120617 0.0 0.1 0.1
O -1.345412 2.233029 -1.988276 0.1 0.0 0.1
N -0.645280 2.079798 0.155059 0.2 -0.1 -0.4
C 0.533571 2.061559 0.956873 0.1 0.0 -0.3
O -0.123123 1.879434 2.431878 -0.2 0.2 0.1
H 2.495442 4.603858 1.900188 0.0 0.0 0.0
H 2.111749 3.101357 2.749469 0.0 0.0 0.0
H 0.995952 4.467313 2.839956 0.0 0.0 0.0
H 1.663057 5.006249 -0.168317 0.0 0.0 0.0
H 0.462855 4.233256 -2.205032 0.0 0.0 0.0
Cl -0.296145 -3.080512 -2.813399 0.0 0.0 0.0
C -0.563149 -4.313685 -1.625301 -0.1 0.0 0.0
C -0.611434 -5.613896 -2.068574 0.0 0.0 -0.1
C -0.895093 -6.648301 -1.181743 0.0 0.0 0.0
C -1.157646 -6.369808 0.157541 0.0 0.0 0.0
C -1.114055 -5.069968 0.598561 0.1 0.1 -0.1
Cl -1.468107 -4.756820 2.260786 0.0 0.0 0.0
C -0.776145 -3.937461 -0.247752 0.0 -0.1 0.2
N -0.720535 -2.743151 0.278497 -0.1 0.1 -0.2
H -0.438855 -5.822390 -3.115987 0.0 0.0 0.0
H -0.926510 -7.668969 -1.538621 0.0 0.0 0.0
H -1.398176 -7.162920 0.852170 0.0 0.0 0.0
N 0.686588 -1.471925 3.394279 -0.1 -0.1 -0.1
C 0.737737 -0.453196 2.641792 0.0 -0.2 -0.1
H -0.191539 -1.550335 3.909725 0.0 0.0 0.0
```
Forces are in eV/Å.

Its spin multiplicity is 3. As for the gap between HOMO and LUMO (spin up / spin down): 6.0500 / 6.3254 eV. As for the LUMO energy (spin up / spin down): 0.0044 / -0.0282 Eh.

# 2
This record from the Open Molecules 2025 dataset describes a structure of composition C39H35BrF3N6O5RuS. The level of theory is wB97M-V/def2-TZVPD.

The geometry in XYZ format:
```
91
Properties=species:S:1:pos:R:3:forces:R:3
Ru -0.635002 0.450523 0.904032 0.0 0.1 0.3
C -4.490689 -1.149796 4.597109 0.0 0.0 0.1
O -4.841108 -1.986965 3.494021 0.0 0.0 -0.1
C -4.511494 -3.307214 3.615090 0.0 -0.1 0.0
C -5.540831 -4.239816 3.661265 0.0 0.0 0.0
C -5.258935 -5.593871 3.741774 0.0 0.0 0.0
C -3.942007 -6.031400 3.773008 0.0 0.0 0.0
C -2.912847 -5.107283 3.695418 0.0 0.0 0.0
C -3.183328 -3.746893 3.607548 0.0 0.1 0.1
N -2.124720 -2.802652 3.514806 0.1 -0.1 -0.1
C -1.756393 -2.197277 2.326599 -0.1 -0.1 0.1
N -2.620836 -2.352657 1.312728 -0.1 0.0 -0.1
C -2.553623 -1.867204 -0.010486 0.0 0.1 0.0
C -1.754839 -0.800691 -0.420980 0.1 0.0 -0.2
C -1.876521 -0.425772 -1.769019 0.0 -0.1 0.0
C -2.733665 -1.063464 -2.654007 0.0 0.0 0.0
C -3.525200 -2.114678 -2.210814 0.0 0.0 0.0
C -3.435397 -2.505761 -0.891781 0.0 0.0 0.0
O -4.251373 -3.509760 -0.389814 0.0 0.0 0.0
C -3.710838 -4.813413 -0.567730 0.0 0.0 0.0
N -0.646202 -1.529333 2.213739 0.0 0.3 0.1
C 0.218725 -1.504563 3.331289 -0.1 0.0 -0.1
C 1.078560 -2.557662 3.600248 0.0 0.0 0.1
C 1.960571 -2.506534 4.674784 0.0 0.0 0.0
C 1.991237 -1.381645 5.477204 0.0 0.0 0.0
C 1.152951 -0.302914 5.211829 0.1 0.0 0.1
C 0.269968 -0.361352 4.145353 0.1 -0.1 -0.1
O -0.556352 0.656671 3.784663 0.0 0.0 0.0
C -0.367880 1.883716 4.473743 -0.1 0.1 0.0
H -4.955169 -0.187264 4.401559 0.0 0.0 0.0
H -3.411425 -1.020276 4.676463 0.0 0.0 0.0
H -4.888477 -1.564737 5.526885 0.0 0.0 0.0
H -6.558579 -3.875004 3.639770 0.0 0.0 0.0
H -6.069468 -6.308760 3.784604 0.0 0.0 0.0
H -3.717231 -7.086686 3.842046 0.0 0.0 0.0
H -1.878772 -5.430695 3.688582 0.0 0.0 0.0
H -1.360103 -2.915278 4.165154 -0.1 0.0 0.0
H -3.449499 -2.904928 1.488870 0.1 0.0 0.0
H -1.296670 0.411121 -2.143684 0.0 0.0 0.0
H -2.804994 -0.727206 -3.681068 0.0 0.0 0.0
H -4.223696 -2.620212 -2.864933 0.0 0.0 0.0
H -4.417807 -5.513724 -0.127631 0.0 0.0 0.0
H -2.743256 -4.907568 -0.064199 0.0 0.0 0.0
H -3.581533 -5.039677 -1.628589 0.0 0.0 0.0
H 1.057694 -3.416935 2.940881 0.0 0.0 0.0
H 2.625302 -3.337155 4.869178 0.0 0.0 0.0
H 2.678938 -1.324042 6.309992 0.0 0.0 0.0
H 1.207794 0.579724 5.834798 0.0 -0.1 0.0
H -1.052417 2.596827 4.028078 0.0 0.0 0.0
H 0.659107 2.239176 4.357495 0.0 0.0 0.0
H -0.605416 1.772917 5.535388 0.0 0.0 0.0
Br -3.652756 1.488574 2.207369 0.0 -0.1 0.0
C -2.434192 2.920994 1.906189 -0.1 0.0 0.0
C -2.694807 4.132801 2.498632 0.0 0.0 0.0
C -1.738397 5.157909 2.296293 0.0 0.0 0.0
C -0.678345 4.936582 1.471740 0.0 0.0 0.0
C -0.541846 3.679301 0.821944 0.0 -0.1 0.0
N -1.392537 2.630449 1.145606 0.1 -0.1 -0.1
C 0.451861 3.540851 -0.168634 0.1 0.1 0.1
O 1.353922 4.285495 -0.499806 0.0 -0.1 0.0
O 0.331416 2.247705 -0.893401 -0.3 0.2 0.0
H -3.581983 4.275392 3.093818 0.0 0.0 0.0
H -1.870127 6.118226 2.776513 0.0 0.0 0.0
H 0.051203 5.701631 1.251059 0.0 0.0 0.0
F -0.504195 1.065382 -9.575961 0.0 0.1 0.0
C 0.066561 2.183148 -9.092742 0.0 0.0 0.0
F -0.630218 3.228352 -9.582694 0.1 -0.1 0.0
F 1.301276 2.259096 -9.638780 -0.1 0.0 0.0
C 0.121128 2.200714 -7.593074 0.0 0.0 0.0
C 0.465139 3.382533 -6.948398 0.0 0.0 0.0
C 0.543537 3.420882 -5.569207 0.0 0.0 0.0
C 0.278841 2.274518 -4.814747 0.0 0.0 0.0
C -0.063721 1.092843 -5.475144 0.0 0.0 0.0
C -0.140206 1.055070 -6.856870 0.0 0.0 0.0
C 0.337825 2.309609 -3.385111 0.0 0.0 0.0
C 0.330938 2.334003 -2.183945 0.2 -0.1 -0.1
H 0.661240 4.275159 -7.527651 0.0 0.0 0.0
H 0.802015 4.339490 -5.061041 0.0 0.0 0.0
H -0.282701 0.207803 -4.891986 0.0 0.0 0.0
H -0.414789 0.139467 -7.361119 0.0 0.0 0.0
C 2.776958 -0.323486 -2.063242 0.0 0.0 0.0
N 2.335257 -0.228399 -0.684802 0.0 0.1 0.0
C 2.516237 0.840494 0.089569 0.0 -0.1 0.1
N 3.317583 1.814201 -0.350931 0.0 0.1 0.0
S 1.778720 0.945123 1.634639 0.0 -0.1 -0.3
H 2.385815 -1.244352 -2.486162 0.0 0.0 0.0
H 3.866881 -0.350956 -2.131054 0.0 0.0 0.0
H 2.390495 0.511911 -2.653728 0.0 0.0 0.0
H 1.723215 -0.938517 -0.311219 0.0 0.1 0.0
H 3.648673 1.813588 -1.301824 0.0 0.0 0.0
H 3.226974 2.720417 0.088166 0.0 -0.1 0.0
```
Forces are in eV/Å.

Its spin multiplicity is 6. As for the gap between HOMO and LUMO (spin up / spin down): 6.2076 / 7.7716 eV. As for the LUMO energy (spin up / spin down): 0.0168 / 0.0003 Eh.

In the order shown, the computed energy relative to the best compared isomer or geometry (same formula, charge and spin) values come out to 131.00 23.91 kcal/mol.